[1]
DFT (ωB97M-V with the def2-TZVPD basis set) results for one molecule with the formula C15H14ClNO4.

Geometry as ORCA input:
```
! wB97M-V def2-TZVPD RIJCOSX def2/J DEFGRID3
* xyz 0 1
O 0.384 -3.902 -4.821
C 0.186 -3.515 -3.701
O -0.151 -4.353 -2.710
H -0.193 -5.262 -3.046
C 0.286 -2.076 -3.265
H -0.353 -1.490 -3.929
H 1.315 -1.754 -3.446
C -0.092 -1.841 -1.807
C 0.039 -0.405 -1.420
C 0.353 0.703 -2.166
C 0.325 1.814 -1.307
C 0.012 1.359 -0.046
N -0.166 -0.001 -0.129
C -0.633 -0.856 0.921
C 0.465 -1.730 1.509
O 1.643 -1.573 1.356
O -0.057 -2.713 2.248
H 0.643 -3.260 2.640
H -1.041 -0.245 1.733
H -1.431 -1.515 0.561
C -0.090 2.128 1.184
C -0.749 3.359 1.176
C -0.846 4.122 2.322
C -0.277 3.658 3.498
C 0.402 2.451 3.527
C 0.497 1.695 2.375
H 1.069 0.780 2.388
H 0.861 2.112 4.443
Cl -0.406 4.603 4.942
H -1.361 5.070 2.309
H -1.196 3.709 0.258
H 0.545 2.829 -1.571
H 0.582 0.727 -3.212
H 0.554 -2.449 -1.167
H -1.121 -2.181 -1.648
*
```

**HOMO energy**: -7.863 eV
**ΔE to the lowest compared entry with this formula, charge and spin**: 0.00 kJ/mol
**SMILES string**: O=C(O)CCc1ccc(-c2ccc(Cl)cc2)n1CC(=O)O
**Frontier orbital gap**: 8.21 eV

Results of the Löwdin charge analysis, in e, for atoms 1 through 5: O 0.104; C -0.530; O 0.102; H 0.135; C -0.089

[2]
DFT (ωB97M-V with the def2-TZVPD basis set) results for C53H62Ge2N6O2S5Tc as an isolated structure at a distorted geometry.

Geometry as ORCA input:
```
! wB97M-V def2-TZVPD RIJCOSX def2/J DEFGRID3
* xyz 2 4
Tc -0.291 -0.072 -0.139
C -0.201 1.882 -5.731
C 0.745 1.335 -4.745
N 2.014 1.177 -4.914
N 2.491 0.672 -3.766
C 1.524 0.501 -2.844
S 1.758 -0.146 -1.309
N 0.385 0.930 -3.470
N -0.884 0.943 -2.920
H 0.348 2.082 -6.645
H -0.640 2.811 -5.364
H -1.006 1.179 -5.944
H 3.479 0.501 -3.654
H -1.186 1.900 -2.751
H -1.545 0.495 -3.552
C -2.915 4.499 0.496
O -1.863 3.794 -0.157
C -1.634 2.524 0.079
O -0.660 1.992 -0.461
N -2.486 1.798 0.845
N -2.158 0.445 1.065
H -2.811 5.530 0.165
H -2.802 4.462 1.582
H -3.895 4.121 0.203
H -3.208 2.229 1.410
H -2.962 -0.148 0.845
H -1.905 0.267 2.050
C -1.588 -2.152 -3.378
C -0.557 -2.974 -2.666
C 0.797 -2.805 -2.915
C 1.748 -3.580 -2.271
C 3.212 -3.357 -2.492
C 1.318 -4.575 -1.391
C -0.038 -4.756 -1.115
C -0.503 -5.839 -0.193
C -0.958 -3.927 -1.742
C 2.327 -5.458 -0.777
C 2.779 -6.597 -1.434
C 3.752 -7.390 -0.849
C 4.300 -7.040 0.369
C 3.847 -5.916 1.061
C 2.849 -5.163 0.468
Ge 1.906 -3.789 1.638
S -0.065 -2.211 0.780
S 2.628 -2.210 3.115
Ge 0.604 -2.767 4.090
S -0.977 -1.869 2.615
S 0.615 -4.860 3.153
C 0.217 -2.232 5.992
C 0.101 -3.246 6.932
C -0.083 -2.898 8.266
C -0.152 -1.568 8.637
C -0.070 -0.574 7.679
C 0.104 -0.893 6.337
C 0.110 0.192 5.330
C -1.106 0.648 4.815
C -2.383 -0.024 5.215
C -1.110 1.740 3.956
C 0.066 2.399 3.620
C 0.061 3.635 2.772
C 1.264 1.912 4.124
C 1.304 0.830 4.990
C 2.591 0.386 5.606
C 0.102 -4.662 6.508
C -1.080 -5.214 5.999
C -2.315 -4.383 5.815
C -1.095 -6.553 5.644
C 0.023 -7.358 5.801
C -0.016 -8.804 5.434
C 1.182 -6.792 6.317
C 1.246 -5.455 6.665
C 2.526 -4.862 7.172
C 4.425 -5.568 2.374
C 5.346 -4.521 2.477
C 5.683 -3.669 1.289
C 5.954 -4.278 3.699
C 5.681 -5.058 4.813
C 6.378 -4.818 6.113
C 4.765 -6.097 4.688
C 4.137 -6.371 3.486
C 3.157 -7.500 3.373
H -1.127 -1.577 -4.177
H -2.090 -1.486 -2.674
H -2.338 -2.802 -3.822
H 1.126 -2.084 -3.649
H 3.381 -2.600 -3.251
H 3.702 -4.280 -2.797
H 3.678 -3.022 -1.564
H 0.269 -6.122 0.522
H -0.754 -6.726 -0.772
H -1.390 -5.523 0.350
H -2.009 -4.053 -1.528
H 2.359 -6.849 -2.396
H 4.087 -8.286 -1.347
H 5.092 -7.629 0.810
H -0.177 -3.679 9.006
H -0.286 -1.305 9.675
H -0.143 0.465 7.963
H -2.437 -0.130 6.296
H -2.430 -1.029 4.791
H -3.253 0.537 4.885
H -2.063 2.132 3.618
H -0.919 4.107 2.768
H 0.360 3.410 1.747
H 0.772 4.359 3.165
H 2.186 2.416 3.870
H 3.420 0.991 5.252
H 2.796 -0.658 5.364
H 2.531 0.468 6.691
H -2.460 -3.691 6.641
H -3.190 -5.021 5.737
H -2.245 -3.798 4.892
H -2.002 -6.981 5.244
H -0.956 -9.057 4.955
H 0.096 -9.418 6.325
H 0.801 -9.050 4.760
H 2.050 -7.417 6.462
H 3.258 -5.647 7.341
H 2.368 -4.325 8.105
H 2.937 -4.161 6.439
H 5.695 -4.255 0.373
H 6.655 -3.203 1.420
H 4.943 -2.871 1.179
H 6.670 -3.474 3.778
H 7.025 -3.949 6.055
H 6.988 -5.681 6.375
H 5.656 -4.669 6.915
H 4.562 -6.723 5.545
H 3.089 -8.036 4.314
H 3.455 -8.201 2.596
H 2.166 -7.118 3.120
*
```

**Expectation value of S²**: 3.77
**HOMO energy (spin up / spin down)**: -12.272 / -12.273 eV
**ΔE to the lowest compared entry with this formula, charge and spin**: 163.05 kJ/mol
**Frontier orbital gap (spin up / spin down)**: 7.21 / 6.79 eV

Results of the Löwdin charge analysis, in e, for atoms 1 through 5: Tc 0.806; C 0.015; C -0.315; N 0.145; N 0.053

Question: Which value of ΔE to the lowest compared entry with this formula, charge and spin does entry 1 give?
Answer: 0.00 kJ/mol

Question: What is the ΔE to the lowest compared entry with this formula, charge and spin in the first record?
Answer: 0.00 kJ/mol

Question: ΔE to the lowest compared entry with this formula, charge and spin of number 2 (C53H62Ge2N6O2S5Tc)?
Answer: 163.05 kJ/mol

Question: Among the records above, which one has the highest ΔE to the lowest compared entry with this formula, charge and spin?
Answer: C53H62Ge2N6O2S5Tc